Record 1
Here is one molecule with the formula C3H3N5 at a distorted geometry from the Open Molecules 2025 dataset. Energies are from ωB97M-V/def2-TZVPD.

SMILES string ... N=c1nnccnn1
Net charge ... 0
E_LUMO ... -1.13 eV
Multiplicity ... 1

Element x y z (Å)
N: 2.3494 -0.0364 0.4235
C: 1.3015 -0.0232 -0.3230
N: 0.5430 -1.0933 -0.9666
N: -0.7043 -1.3880 -0.7021
C: -1.3134 -0.6041 0.2296
C: -1.2708 0.7450 0.1877
N: -0.4942 1.5155 -0.6389
N: 0.7787 1.3776 -0.7889
H: 2.7213 -0.8406 0.8148
H: -2.0115 -1.0998 0.9563
H: -1.8997 1.4473 0.8076

Löwdin population analysis, charges in e, atoms 1 to 4: 0.1730 -0.3970 0.0911 0.0481

***

Record 2
Here is a 5-piece molecular cluster, C4H20N2O5 overall at a distorted geometry from the Open Molecules 2025 dataset. Energies are from ωB97M-V/def2-TZVPD.

SMILES string ... CNCCNCO.O.O.O.O
Net charge ... 0
E_LUMO ... 0.46 eV
Multiplicity ... 1

Element x y z (Å)
C: 2.0338 -0.9686 0.3615
N: 1.1593 -1.5729 -0.6842
C: 1.7170 -1.4693 -2.0477
C: 1.1025 -0.3278 -2.9340
N: 1.0443 0.9318 -2.2640
C: -0.0672 1.7739 -2.4346
O: -1.0970 1.6018 -1.3897
H: 2.8380 -0.2943 0.0221
H: 2.5166 -1.8719 0.7527
H: 1.5533 -0.4338 1.1776
H: 0.3329 -0.9770 -0.6816
H: 1.3303 -2.4068 -2.4881
H: 2.8053 -1.5795 -2.0858
H: 1.7332 -0.3943 -3.8385
H: 0.1695 -0.7807 -3.3193
H: 1.3717 0.8641 -1.3121
H: 0.1003 2.8477 -2.3321
H: -0.6506 1.5750 -3.3438
H: -1.1872 0.6433 -1.2220
O: -1.0490 2.4118 1.2068
H: -0.8989 2.7885 0.3440
H: -1.7066 2.8571 1.7257
O: -3.4053 -1.9972 1.5248
H: -2.4370 -1.9326 1.6281
H: -3.5238 -1.9710 0.5745
O: -1.1876 -1.3573 3.2797
H: -0.7314 -2.1990 3.4693
H: -0.4391 -0.8224 2.9411
O: 0.7002 0.8387 3.3878
H: 0.2989 1.1948 2.5893
H: 0.1476 0.9354 4.1734

Löwdin population analysis, charges in e, atoms 1 to 4: -0.1271 -0.1181 -0.2213 -0.2262

***

Record 3
Here is one molecule with the formula C3H6FNO2 at a distorted geometry from the Open Molecules 2025 dataset. Energies are from ωB97M-V/def2-TZVPD.

Net charge ... 0
E_LUMO (alpha / beta) ... 0.96 / -3.60 eV
Multiplicity ... 3
⟨S²⟩ ... 2.007

Element x y z (Å)
C: 1.0121 1.1483 -0.4369
C: -0.2807 0.4987 -0.8287
C: -0.8877 -0.5422 0.3902
N: -0.0177 -1.5612 0.8734
O: 0.1905 -2.5195 0.1302
O: 0.5550 -1.3509 1.9095
F: -1.2922 0.2321 1.4304
H: 1.7986 0.3881 -0.2301
H: 0.7857 1.5357 0.5851
H: 1.4784 1.7341 -1.2357
H: -1.0743 1.2190 -0.6082
H: -0.4136 0.0962 -1.8338
H: -1.8542 -0.8782 -0.1454

Löwdin population analysis, charges in e, atoms 1 to 4: -0.1232 -0.1574 -0.2750 -0.4237

***

Record 4
Here is a 2-piece molecular cluster, C6H2Br2O overall at a distorted geometry from the Open Molecules 2025 dataset. Energies are from ωB97M-V/def2-TZVPD.

SMILES string ... C#CC(Br)=C=O.C#CBr
Net charge ... 0
E_LUMO ... -0.78 eV
Multiplicity ... 1

Element x y z (Å)
C: 0.6663 1.4229 0.6838
C: -0.4977 1.0931 0.5241
C: -1.7330 1.0200 -0.0789
Br: -3.2790 0.2615 0.8612
C: -2.0479 1.6697 -1.1776
O: -2.4853 2.2367 -2.0611
H: 1.6764 1.4246 1.0656
C: 2.6728 -2.4074 -0.1468
C: 1.4993 -2.4528 0.1059
Br: -0.1764 -1.9721 0.4722
H: 3.7047 -2.2963 -0.2484

Löwdin population analysis, charges in e, atoms 1 to 4: 0.1229 -0.3017 -0.7034 0.7030